w) A cluster of 11 separate species, C69H161N11O11 in total, computed with the ωB97M-V functional and the def2-TZVPD basis.

```
! RIJCOSX wB97M-V def2-TZVPD def2/J DEFGRID3
* xyz 0 1
O 4.34 -0.85 -0.63
O 3.13 3.97 4.57
O -5.28 1.13 1.15
O 0.58 -3.69 3.41
O -2.62 -3.20 1.89
O 0.73 -2.85 -7.05
O -1.26 3.71 -0.06
O -2.00 0.88 -0.83
O 4.24 -3.28 -1.78
O -5.01 -2.22 -2.03
O 0.65 3.16 3.92
N 4.34 -4.59 -1.21
N -1.43 4.05 -1.44
N -1.23 -6.16 0.17
N 5.17 -0.83 -3.56
N 0.64 -1.54 -6.49
N -5.27 1.31 2.61
N 2.04 0.63 4.09
N -1.23 -0.58 1.63
N 3.28 4.91 3.51
N 1.60 -6.98 4.73
N -6.35 -5.10 -3.90
C -3.84 -2.81 2.37
C 4.90 -6.60 0.76
C 3.89 6.14 4.13
C 3.49 -6.40 0.28
C -2.93 0.94 -1.86
C -3.16 2.43 2.29
C 0.70 3.06 -2.03
C -1.55 -4.73 0.41
C -2.13 -4.21 -0.91
C 0.65 -5.06 3.57
C -0.04 4.37 -1.99
C 5.01 6.62 1.90
C -7.71 2.13 2.68
C 3.32 -4.88 -0.22
C -1.15 5.86 -3.63
C -2.53 -4.50 1.51
C 4.46 0.26 -1.52
C -4.55 2.56 2.92
C -0.16 4.80 -3.48
C 2.51 -0.72 -7.76
C 5.96 -6.45 -0.34
C 0.71 0.82 4.71
C 1.98 -4.89 -0.91
C 3.35 -3.98 0.98
C -1.93 -1.91 -6.39
C -6.47 1.18 4.62
C -5.88 -2.98 -2.89
C 1.00 -0.50 -7.53
C 0.20 -0.59 -8.85
C 4.35 5.35 1.33
C -0.09 1.96 3.95
C -4.33 2.67 4.44
C -0.30 -3.03 4.28
C 1.46 -5.55 4.86
C 6.34 -5.15 -2.40
C -2.45 5.12 -1.61
C 0.89 0.87 -6.87
C 4.54 -0.44 0.70
C -0.61 -1.46 -5.67
C -2.53 5.44 -3.09
C 2.70 -0.77 -3.03
C 5.15 5.84 4.91
C -5.78 2.45 5.12
C 2.79 -4.71 4.99
C -3.79 4.44 -1.23
C -2.30 6.49 -0.78
C -1.16 -0.20 -0.91
C 0.81 5.45 -1.22
C 6.48 -4.01 -0.07
C -0.42 -2.23 -4.42
C -0.85 0.06 -5.26
C 0.91 1.35 6.17
C -7.14 -0.25 2.70
C 4.08 -0.04 -3.02
C 2.80 6.67 5.10
C -6.66 1.10 3.12
C 0.70 -1.49 0.47
C 2.84 3.41 1.60
C 4.11 7.18 3.07
C 3.94 4.28 2.38
C -0.39 -0.31 0.44
C 5.19 3.47 2.81
C -0.11 4.21 3.29
C 5.76 -4.99 -0.96
C -5.23 -4.39 -3.31
C -5.14 3.86 2.40
C -0.50 1.08 -6.40
C -4.06 -4.13 -4.24
C -5.58 -1.64 -0.86
H 5.75 -5.82 -3.04
H 0.13 0.64 0.58
H -2.52 0.82 -2.83
H -1.22 1.08 -7.13
H 0.13 2.39 -2.68
H -1.97 -2.94 -6.60
H 0.77 2.60 -1.04
H -6.11 -6.03 -4.18
H 4.37 -3.91 1.44
H 2.75 -1.73 -2.53
H -0.98 4.60 3.88
H -6.70 -4.69 -4.79
H 1.54 0.64 6.70
H -6.02 -2.40 -3.82
H 5.54 -0.06 0.84
H -2.91 4.54 -3.63
H 2.95 -2.95 0.83
H -3.61 0.14 -1.69
H 1.88 5.22 -1.29
H -7.63 3.10 3.16
H -6.57 -1.23 -1.11
H -0.23 -3.29 -4.57
H 0.38 -1.82 -3.88
H 2.63 -1.73 -8.10
H -4.65 -3.45 2.10
H -0.54 3.93 -4.05
H 0.80 -5.38 5.69
H 1.54 -1.41 -0.20
H -0.71 -4.13 0.62
H 1.70 -4.02 -1.57
H 2.68 -4.39 1.68
H 1.02 -1.51 1.51
H 5.51 0.64 -1.59
H 2.77 -6.58 1.10
H 3.81 0.34 1.12
H 4.32 -2.64 -1.06
H 2.76 6.10 6.03
H 5.43 2.72 2.05
H -0.93 6.80 -3.07
H 6.02 4.18 2.95
H 2.54 -7.26 4.99
H -3.21 2.70 1.26
H -0.94 -6.70 0.98
H -5.94 1.80 0.80
H 6.43 -4.21 1.00
H -3.96 3.70 4.62
H -5.53 3.75 1.37
H 6.21 -4.14 -2.87
H -0.11 -3.13 -7.40
H -0.33 -1.55 -9.02
H 1.17 -5.17 -0.27
H -2.26 -3.18 -0.77
H -4.09 -1.88 1.88
H 1.25 -5.32 2.67
H -4.89 -0.95 -0.38
H -3.88 -2.84 3.44
H -1.12 -3.69 4.62
H -0.68 -2.18 3.76
H 2.55 -3.68 5.02
H -6.42 -1.03 2.97
H 2.11 -5.67 -1.65
H -2.04 0.05 1.67
H 0.88 -7.45 5.32
H -1.14 6.15 -4.70
H -0.58 0.14 -9.07
H 1.43 2.30 6.23
H 1.51 0.80 -5.93
H 3.41 -7.06 -0.57
H 5.57 6.70 5.53
H 2.18 3.78 4.59
H 3.51 -4.89 4.17
H 7.57 -4.00 -0.28
H -2.70 -1.72 -5.68
H -3.19 -3.59 -3.80
H 0.61 5.23 -0.16
H -7.69 2.31 1.56
H 5.75 -7.14 -1.08
H -2.93 1.40 2.26
H -6.82 -3.14 -2.34
H 0.14 -2.69 5.26
H 4.98 -7.62 1.10
H -0.34 1.69 2.91
H 3.10 -0.62 -6.85
H 0.67 6.52 -1.48
H 6.14 -2.94 -0.11
H 1.92 0.54 3.10
H 0.95 -0.53 -9.67
H -2.26 -5.14 2.42
H 3.90 0.92 -3.53
H 7.42 -5.42 -2.40
H -1.32 -2.03 -3.80
H 6.88 -6.44 0.14
H -2.06 -1.46 -7.35
H 0.76 5.09 -3.96
H 3.42 5.78 0.89
H 4.61 8.07 3.38
H -1.37 -4.29 -1.68
H 0.22 -0.17 4.73
H -0.41 -5.45 3.53
H -3.29 6.86 -0.55
H -7.38 -0.28 1.63
H 0.58 5.07 3.24
H 4.82 4.96 0.44
H -5.90 0.32 5.01
H -7.51 1.10 4.98
H -1.89 0.24 -5.01
H -4.63 5.19 -1.26
H -3.49 -4.93 1.16
H -2.96 -4.81 -1.28
H 5.99 6.39 2.36
H -3.59 1.98 4.82
H -1.72 -1.18 -1.06
H 1.93 3.93 1.50
H -4.08 3.56 -1.84
H 2.87 7.75 5.29
H 5.06 -5.91 1.62
H -0.42 -0.10 -1.68
H -3.39 1.93 -1.86
H -3.74 4.04 -0.23
H -8.10 -0.43 3.23
H 1.89 -0.09 -2.63
H -0.61 2.17 -5.99
H 0.10 -2.37 0.25
H -5.02 -4.97 -2.40
H 1.65 3.09 -2.48
H 0.02 1.49 6.80
H -4.44 -3.50 -5.05
H -0.20 0.22 -4.44
H 5.05 -0.93 -4.55
H 1.44 1.61 -7.52
H -1.36 2.75 -0.10
H -2.37 2.96 2.77
H -1.92 6.31 0.24
H 6.04 5.56 4.30
H 3.72 1.05 -1.28
H 3.23 -5.00 5.94
H -6.34 3.34 4.93
H 5.21 -1.76 -3.21
H -1.57 -1.54 1.63
H -0.47 3.93 2.32
H 2.87 -0.05 -8.55
H 2.57 2.52 2.15
H 3.25 3.06 0.64
H 5.05 5.08 5.65
H -3.63 -5.04 -4.68
H 4.55 -1.29 1.33
H -1.08 2.03 4.42
H -5.84 -2.45 -0.15
H -0.55 -6.19 -0.60
H -1.65 7.24 -1.23
H 3.19 7.46 2.59
H 1.85 6.52 4.54
H 2.50 1.52 4.23
H 2.38 -1.01 -4.01
H -8.75 1.79 2.89
H -4.33 4.59 2.46
H 5.17 7.34 1.10
H -3.28 6.25 -3.26
H -5.61 2.36 6.20
H -6.06 4.15 2.96
H 5.04 2.93 3.75
*
```

E_LUMO: 0.446 eV
SMILES: CC1(C)CCCC(C)(C)N1O.CC1(C)CCCC(C)(C)N1O.CC1(C)CCCC(C)(C)N1O.CC1(C)CCCC(C)(C)N1O.CC1(C)CCCC(C)(C)N1O.COC[C@H](C)N.COC[C@H](C)N.COC[C@H](C)N.COC[C@H](C)N.COC[C@H](C)N.COC[C@H](C)N
Gap between HOMO and LUMO: 0.31176 Eh

Results of the Löwdin charge analysis, in e, for atoms 1 through 99:
1. O -0.23
2. O -0.06
3. O -0.06
4. O -0.21
5. O -0.19
6. O -0.02
7. O -0.06
8. O -0.19
9. O -0.05
10. O -0.23
11. O -0.23
12. N -0.08
13. N -0.05
14. N 0.06
15. N 0.06
16. N -0.06
17. N -0.04
18. N 0.06
19. N 0.08
20. N -0.08
21. N 0.02
22. N 0.01
23. C -0.11
24. C -0.20
25. C -0.51
26. C -0.11
27. C -0.06
28. C -0.03
29. C -0.05
30. C -0.43
31. C -0.04
32. C -0.22
33. C -0.45
34. C -0.16
35. C -0.03
36. C -0.50
37. C -0.21
38. C -0.24
39. C -0.17
40. C -0.52
41. C -0.17
42. C -0.04
43. C -0.09
44. C -0.35
45. C -0.03
46. C -0.02
47. C -0.02
48. C -0.14
49. C -0.16
50. C -0.50
51. C -0.02
52. C -0.14
53. C -0.19
54. C -0.09
55. C -0.12
56. C -0.40
57. C -0.04
58. C -0.47
59. C -0.17
60. C -0.10
61. C -0.47
62. C -0.14
63. C -0.06
64. C -0.04
65. C -0.13
66. C -0.02
67. C -0.04
68. C 0.00
69. C -0.21
70. C -0.01
71. C -0.04
72. C -0.04
73. C -0.10
74. C -0.06
75. C -0.04
76. C -0.39
77. C -0.02
78. C -0.56
79. C -0.01
80. C -0.01
81. C -0.14
82. C -0.46
83. C -0.34
84. C -0.01
85. C -0.07
86. C -0.47
87. C -0.43
88. C -0.02
89. C -0.18
90. C -0.08
91. C -0.11
92. H 0.09
93. H 0.11
94. H 0.07
95. H 0.07
96. H 0.08
97. H 0.06
98. H 0.08
99. H 0.06

x) A cluster of 11 separate species, C69H161N11O11 in total, computed with the ωB97M-V functional and the def2-TZVPD basis.

```
! RIJCOSX wB97M-V def2-TZVPD def2/J DEFGRID3
* xyz 0 1
O -1.21 -2.62 4.55
O -5.01 1.86 1.31
O 4.40 -4.34 2.04
O 1.82 2.50 -5.08
O -1.34 0.18 -2.44
O 0.12 -6.36 2.20
O 4.76 -6.16 -2.09
O 6.17 2.21 0.68
O -3.95 4.45 -5.02
O -1.29 7.36 -3.48
O -5.33 -4.63 6.22
N -2.39 2.51 -3.73
N -3.81 2.95 -0.92
N 6.27 2.80 -0.64
N -0.84 -1.20 7.97
N -0.26 -7.33 -1.37
N 2.82 2.51 -8.58
N 3.02 -5.07 -0.25
N -1.50 0.31 -1.03
N 4.70 -3.02 2.54
N -0.88 7.28 -2.13
N -5.18 -4.26 4.87
C 2.24 -2.56 2.09
C 2.75 -4.84 -1.70
C -2.36 -0.85 -0.59
C -1.21 -0.69 1.65
C -2.79 8.64 -1.46
C 5.05 3.04 -2.79
C -4.89 -1.86 5.35
C 3.78 2.55 -0.73
C -3.09 2.11 -4.96
C -5.74 -2.61 3.15
C 1.41 7.03 -2.74
C 5.32 0.82 -1.64
C -5.63 -5.42 4.02
C -1.10 -1.10 6.50
C 0.58 5.99 -0.62
C -0.93 -3.87 3.99
C 5.22 4.56 -2.74
C 0.25 -7.17 1.00
C 2.02 -3.57 -1.93
C -0.04 4.96 -2.87
C 5.52 -2.28 1.53
C -3.74 -0.64 -1.31
C -5.55 -5.01 2.60
C -5.14 3.25 1.09
C -2.16 -7.48 0.17
C 5.55 4.85 0.61
C 0.20 2.07 -0.66
C 6.35 4.90 -1.83
C 2.65 4.35 -7.01
C 0.92 -0.35 -0.77
C 6.89 -2.97 1.61
C -1.59 6.99 0.13
C -6.33 -3.74 2.29
C -0.90 -2.55 5.93
C -4.64 -6.54 4.27
C -3.05 6.12 -1.74
C 5.14 2.31 -1.41
C 6.48 4.23 -0.42
C -0.48 0.51 1.17
C 0.60 -7.02 3.34
C 5.99 -6.35 -2.80
C 5.66 -0.86 2.21
C -7.20 -2.74 5.14
C 1.76 2.05 -6.42
C -0.74 5.69 0.18
C 2.77 2.85 -7.16
C -3.65 0.69 -4.80
C -4.78 1.61 2.76
C -0.76 -6.84 -0.09
C -1.83 -2.26 -0.95
C 7.91 4.43 0.06
C -4.24 3.06 -5.26
C -2.11 7.21 -1.31
C -6.25 2.84 -1.07
C -5.07 3.46 -0.40
C 4.09 -4.91 -2.43
C -0.26 0.59 -0.36
C 3.69 -1.06 3.63
C -3.30 5.02 -6.09
C 3.06 -3.41 4.21
C -7.00 -5.92 4.51
C 3.48 -2.48 3.13
C 4.32 -0.17 2.62
C 4.99 -2.21 0.11
C -0.28 -0.04 5.79
C 0.21 6.27 -2.08
C 1.57 1.38 -4.21
C -2.56 -0.76 0.93
C -5.77 -2.93 4.65
H 3.76 -3.32 5.06
H 0.54 1.25 -4.28
H -7.36 -3.16 6.14
H 1.91 -3.54 1.89
H -3.15 -1.62 1.23
H -2.33 4.53 -6.30
H -7.95 -3.28 4.59
H -2.42 -7.31 1.13
H 4.28 5.04 -2.49
H -4.80 -7.29 3.49
H 0.93 4.67 -3.17
H -0.91 7.78 0.44
H -2.58 5.11 -1.84
H -0.24 0.81 6.47
H 5.90 5.87 0.87
H -1.87 3.40 -3.95
H 5.75 2.48 -3.51
H 2.14 -5.31 0.19
H 6.16 -0.23 1.50
H 2.53 -2.05 1.13
H -0.57 -1.57 1.42
H -0.29 -8.33 -1.42
H 3.07 1.70 -0.82
H -0.82 -2.37 -0.51
H -2.84 0.07 -4.55
H -3.29 8.71 -2.44
H 1.75 4.79 -7.46
H 5.75 -6.60 -3.85
H 6.43 6.02 -1.75
H -3.67 1.98 -0.61
H 3.73 -0.08 1.75
H 3.34 3.49 -1.07
H -5.02 2.78 -4.54
H 2.24 6.32 -2.85
H 6.56 -5.39 -2.69
H 0.29 2.25 -1.75
H -3.91 2.18 2.99
H 0.84 -0.43 -1.85
H 7.91 4.11 1.09
H 0.20 -6.48 4.23
H 3.00 -4.44 3.95
H -1.52 1.08 -2.65
H 5.69 -1.53 -0.40
H -1.39 -0.68 2.74
H 4.47 0.81 3.05
H 6.58 -7.11 -2.25
H 0.13 -7.96 3.32
H 0.50 0.60 1.61
H -4.21 0.35 -5.67
H -3.02 6.10 -6.02
H 0.66 -6.97 -1.51
H -5.62 1.95 3.40
H -0.85 8.20 -3.72
H 8.54 3.85 -0.57
H 2.70 -0.68 3.94
H -6.21 -1.64 3.06
H -3.65 8.89 -0.78
H 6.77 -4.05 1.39
H -7.74 -5.29 4.05
H 4.19 -1.10 4.56
H 2.15 0.53 -4.58
H 4.04 2.80 -3.21
H -2.38 2.23 -5.81
H 7.23 -2.86 2.65
H 4.01 -1.88 -0.06
H -1.98 9.42 -1.36
H 2.01 -3.32 -2.98
H 3.79 -4.28 1.28
H -0.57 5.45 1.20
H -1.62 -4.67 4.34
H -1.22 4.84 -0.28
H -2.44 6.90 0.86
H -4.25 0.24 -0.94
H -6.20 -3.57 1.24
H -3.11 2.66 -2.98
H 6.09 0.51 -2.35
H 5.61 0.41 -0.61
H 1.85 0.00 -0.35
H -3.87 4.83 -7.04
H 1.71 1.71 -3.18
H 3.70 2.60 -6.76
H 2.61 4.58 -5.96
H -4.26 3.75 1.52
H -6.99 -5.84 5.61
H 1.21 7.40 -3.78
H 3.97 2.57 0.34
H 8.19 5.46 0.07
H -1.05 -3.86 2.91
H -6.32 1.77 -0.86
H 0.12 -1.41 8.08
H 5.70 4.29 1.57
H -6.06 3.59 1.55
H 7.01 1.75 0.74
H -0.76 0.18 4.84
H -1.54 -3.28 6.31
H -4.41 -4.63 6.54
H 6.26 -0.98 3.12
H -1.19 -0.45 8.54
H -0.43 4.17 -2.26
H 2.76 1.50 -8.76
H -2.49 -2.92 -0.48
H 1.93 0.96 -6.57
H -3.83 -2.07 5.20
H 4.39 0.26 -1.83
H 0.17 -2.82 6.22
H 1.25 -7.05 0.54
H -3.61 -0.73 -2.40
H -5.14 4.47 -0.62
H -0.61 5.07 -3.76
H -4.66 -7.08 5.21
H -7.41 -3.98 2.46
H -0.60 2.74 -0.34
H 7.54 -2.47 0.87
H 3.93 -4.86 -3.51
H 0.09 -4.27 4.15
H -0.98 1.44 1.42
H -7.13 -6.99 4.27
H -3.79 6.12 -0.97
H 0.78 2.20 -6.91
H -4.44 -1.42 -1.00
H 1.27 -2.06 2.42
H -4.48 -4.82 2.48
H 4.72 -4.03 -2.25
H 2.47 -2.75 -1.34
H 0.76 -0.42 5.62
H 2.11 3.01 -9.16
H 1.16 2.31 -0.22
H 1.69 -7.08 3.31
H 0.88 -1.34 -0.34
H 3.73 -5.75 -0.05
H -5.80 -5.82 1.96
H -6.14 2.96 -2.18
H 0.13 -8.27 1.24
H 3.48 4.76 -7.57
H 1.36 5.23 -0.60
H -2.88 -7.07 -0.54
H -4.36 0.68 -3.93
H 2.19 -5.75 -2.09
H -3.04 3.52 -0.57
H 1.01 -3.71 -1.47
H -7.48 -1.72 5.09
H 7.32 4.66 -2.36
H -3.47 6.20 -2.77
H -7.19 3.41 -0.78
H -0.82 -5.74 -0.17
H 1.62 7.90 -2.15
H 1.08 6.86 -0.18
H -5.08 -1.88 6.38
H -1.74 -2.57 -1.98
H 2.04 -3.07 4.48
H -3.15 0.10 1.22
H -4.51 0.53 2.94
H -4.68 2.95 -6.24
H -1.98 -8.58 0.12
H -3.60 -6.19 4.10
H -5.11 -0.85 5.03
H 5.10 -3.25 -0.36
H 4.50 4.84 0.30
H -2.13 -0.91 6.35
H -4.68 -2.51 2.80
H 5.43 4.87 -3.76
*
```

E_LUMO: 0.573 eV
SMILES: CC1(C)CCCC(C)(C)N1O.CC1(C)CCCC(C)(C)N1O.CC1(C)CCCC(C)(C)N1O.CC1(C)CCCC(C)(C)N1O.CC1(C)CCCC(C)(C)N1O.COC[C@H](C)N.COC[C@H](C)N.COC[C@H](C)N.COC[C@H](C)N.COC[C@H](C)N.COC[C@H](C)N
Gap between HOMO and LUMO: 0.31958 Eh

Results of the Löwdin charge analysis, in e, for atoms 1 through 99:
1. O -0.20
2. O -0.22
3. O -0.07
4. O -0.19
5. O -0.04
6. O -0.21
7. O -0.22
8. O -0.06
9. O -0.19
10. O -0.05
11. O -0.04
12. N 0.06
13. N 0.08
14. N -0.05
15. N 0.04
16. N 0.05
17. N 0.03
18. N 0.06
19. N -0.07
20. N -0.07
21. N -0.11
22. N -0.08
23. C 0.00
24. C -0.42
25. C -0.44
26. C -0.17
27. C -0.03
28. C -0.12
29. C -0.02
30. C -0.03
31. C -0.42
32. C -0.13
33. C -0.02
34. C -0.04
35. C -0.53
36. C -0.41
37. C -0.11
38. C -0.13
39. C -0.19
40. C -0.20
41. C -0.05
42. C -0.01
43. C -0.49
44. C -0.01
45. C -0.16
46. C -0.21
47. C -0.03
48. C -0.03
49. C -0.01
50. C -0.14
51. C -0.05
52. C -0.02
53. C -0.03
54. C -0.12
55. C -0.16
56. C -0.19
57. C -0.05
58. C -0.03
59. C -0.51
60. C -0.53
61. C -0.14
62. C -0.11
63. C -0.10
64. C -0.10
65. C -0.03
66. C -0.23
67. C -0.15
68. C -0.47
69. C -0.05
70. C -0.05
71. C -0.43
72. C -0.01
73. C -0.03
74. C -0.20
75. C -0.51
76. C -0.06
77. C -0.46
78. C -0.19
79. C -0.47
80. C -0.15
81. C -0.15
82. C -0.04
83. C -0.01
84. C -0.49
85. C -0.15
86. C -0.02
87. C -0.05
88. C -0.47
89. C -0.07
90. C -0.12
91. C -0.49
92. H 0.10
93. H 0.05
94. H 0.09
95. H 0.04
96. H 0.10
97. H 0.08
98. H 0.06
99. H 0.02

Most stable: x)